1.
Here is a molecular structure, C32H46BaBrN3P2S at a distorted geometry from the OMol25 dataset. Energies are from ωB97M-V with the def2-TZVPD basis set.

```
86
Properties=species:S:1:pos:R:3
N -6.051 -1.864 -7.744
C -6.277 -2.769 -6.797
C -5.628 -2.721 -5.558
C -4.655 -1.721 -5.323
C -4.399 -0.808 -6.378
C -5.134 -0.918 -7.562
C -3.957 -1.646 -4.038
Ba -1.810 -1.333 0.861
P 0.563 3.938 4.412
C -3.128 -0.617 -3.705
C -2.129 -0.510 -2.681
C -1.731 0.796 -2.296
C -0.745 1.004 -1.362
C 0.212 -0.031 -1.106
C -0.208 -1.350 -1.429
C -1.439 -1.607 -2.074
Br 0.411 0.363 1.629
H -4.183 -2.455 -3.338
H -3.233 0.277 -4.315
H -5.897 -3.436 -4.785
H -3.663 -0.011 -6.287
H -6.999 -3.555 -7.012
H -4.958 -0.209 -8.375
H -2.186 1.656 -2.798
H -1.753 -2.644 -2.295
H -0.656 1.995 -0.887
H 0.450 -2.180 -1.171
P 2.003 0.325 -1.155
C -1.016 3.036 4.280
C -2.094 3.786 5.061
H -0.822 2.047 4.708
H -1.259 2.913 3.218
H -2.936 3.122 5.267
H -1.695 4.144 6.015
H -2.462 4.659 4.513
C 0.604 4.767 2.779
C 1.370 6.085 2.835
H -0.443 4.940 2.499
H 1.055 4.053 2.079
H 1.165 6.675 1.937
H 1.077 6.690 3.699
H 2.448 5.919 2.896
C 1.854 2.650 4.244
C 2.537 2.348 5.576
H 2.583 3.080 3.548
H 1.429 1.756 3.765
H 3.352 1.633 5.425
H 2.967 3.263 5.997
H 1.838 1.932 6.310
C 3.598 -0.098 -0.270
C 4.763 -0.500 -1.196
H 3.466 -0.794 0.579
H 3.903 0.846 0.215
H 4.602 -1.443 -1.748
H 4.934 0.296 -1.935
H 5.689 -0.584 -0.608
C 1.979 2.128 -0.876
C 1.815 2.963 -2.137
H 2.915 2.436 -0.389
H 1.174 2.320 -0.150
H 2.555 2.689 -2.900
H 0.809 2.863 -2.562
H 1.989 4.023 -1.897
C 2.395 -0.049 -2.914
C 2.356 -1.553 -3.214
H 3.388 0.363 -3.142
H 1.691 0.503 -3.549
H 1.575 -1.783 -3.949
H 3.312 -1.885 -3.635
H 2.170 -2.171 -2.326
N 2.124 -3.070 0.056
C 1.351 -3.710 1.010
N 0.293 -3.121 1.565
C -0.074 -3.822 2.730
C -0.980 -3.356 3.686
C -1.380 -4.245 4.692
C -0.782 -5.516 4.791
C 0.231 -5.913 3.898
C 0.560 -5.072 2.841
S 1.746 -5.299 1.563
H 3.002 -3.545 -0.148
H 2.221 -2.064 0.244
H -1.270 -2.296 3.645
H -2.154 -3.932 5.386
H -1.105 -6.212 5.577
H 0.764 -6.862 3.984
```

- LUMO energy (eV) = -6.328
- E_tot (hartree) = -5091.13207
- multiplicity = 1
- energy relative to the best compared isomer or geometry (same formula, charge and spin) (kJ/mol) = 0.0
- orbital gap (eV) = 5.1
- charge = +2

=====

2.
Here is a molecular structure, C32H46BrIrN3P2S at a distorted geometry from the OMol25 dataset. Energies are from ωB97M-V with the def2-TZVPD basis set.

```
86
Properties=species:S:1:pos:R:3
N -5.369 -1.780 3.817
C -4.341 -1.022 4.196
C -3.930 0.085 3.442
C -4.604 0.370 2.237
C -5.725 -0.406 1.881
C -6.076 -1.462 2.741
C -4.113 1.414 1.395
Ir 0.410 0.103 -0.388
P 2.484 0.208 -1.282
C -4.378 1.487 0.050
C -3.360 2.007 -0.793
C -3.012 1.323 -1.994
C -1.723 1.477 -2.508
C -0.775 2.180 -1.735
C -1.289 3.243 -0.902
C -2.523 3.045 -0.317
Br 0.847 2.791 -2.680
H -3.342 2.039 1.833
H -5.314 1.115 -0.399
H -3.068 0.680 3.752
H -6.363 -0.176 1.015
H -3.820 -1.271 5.123
H -6.972 -2.051 2.544
H -3.705 0.614 -2.451
H -2.796 3.599 0.587
H -1.371 1.063 -3.463
H -0.653 4.108 -0.642
P -0.301 -1.907 -0.828
C 3.099 1.838 -0.635
C 4.162 2.618 -1.404
H 3.452 1.624 0.387
H 2.198 2.462 -0.525
H 4.411 3.501 -0.807
H 5.078 2.053 -1.558
H 3.784 2.965 -2.368
C 2.369 0.015 -3.113
C 3.585 -0.331 -3.972
H 2.064 1.023 -3.450
H 1.507 -0.627 -3.332
H 3.269 -0.278 -5.028
H 4.372 0.425 -3.846
H 3.995 -1.330 -3.786
C 3.857 -0.915 -0.814
C 5.285 -0.395 -1.006
H 3.709 -1.828 -1.414
H 3.688 -1.178 0.244
H 5.987 -1.145 -0.621
H 5.529 -0.234 -2.063
H 5.458 0.540 -0.465
C 0.456 -3.564 -0.284
C 1.956 -3.772 -0.377
H -0.034 -4.309 -0.928
H 0.093 -3.785 0.731
H 2.182 -4.792 -0.041
H 2.337 -3.695 -1.404
H 2.513 -3.094 0.281
C -0.481 -2.416 -2.603
C -1.503 -1.663 -3.415
H -0.780 -3.472 -2.575
H 0.530 -2.367 -3.026
H -1.343 -1.847 -4.481
H -2.532 -1.949 -3.173
H -1.410 -0.597 -3.253
C -2.100 -2.159 -0.314
C -2.363 -2.715 1.074
H -2.532 -2.835 -1.071
H -2.580 -1.174 -0.439
H -3.444 -2.851 1.202
H -1.897 -3.694 1.233
H -2.045 -2.028 1.866
N 1.597 -1.877 2.284
C 1.700 -0.528 2.454
N 1.094 0.360 1.658
C 1.091 1.629 2.271
C 0.364 2.735 1.841
C 0.415 3.900 2.605
C 1.122 3.919 3.813
C 1.831 2.805 4.275
C 1.834 1.669 3.482
S 2.524 0.098 3.877
H 1.923 -2.446 3.054
H 0.697 -2.172 1.908
H -0.246 2.615 0.942
H -0.110 4.786 2.237
H 1.107 4.825 4.414
H 2.360 2.779 5.228
```

- LUMO energy (spin up / spin down) (eV) = -11.823 / -14.954
- E_tot (hartree) = -5168.76929
- multiplicity = 6
- energy relative to the best compared isomer or geometry (same formula, charge and spin) (kJ/mol) = 0.0
- orbital gap (spin up / spin down) (eV) = 6.0 / 4.1
- charge = +4

=====

3.
Here is a molecular structure, C32H46BrN3P2W at a distorted geometry from the OMol25 dataset. Energies are from ωB97M-V with the def2-TZVPD basis set.

```
85
Properties=species:S:1:pos:R:3
N -5.897 -1.784 4.023
C -4.952 -1.022 4.558
C -4.364 0.033 3.849
C -4.810 0.293 2.527
C -5.800 -0.562 1.981
C -6.315 -1.595 2.780
C -4.140 1.272 1.703
W 0.549 1.474 -1.369
P 3.413 0.849 -1.989
C -4.128 1.141 0.342
C -2.914 1.392 -0.427
C -2.895 1.117 -1.788
C -1.839 1.638 -2.577
C -1.052 2.542 -1.934
C -0.981 2.839 -0.549
C -1.727 1.880 0.198
Br 1.530 3.120 -2.765
H -3.653 2.125 2.203
H -5.012 0.887 -0.230
H -3.524 0.590 4.266
H -6.117 -0.486 0.938
H -4.642 -1.232 5.593
H -7.083 -2.260 2.362
H -3.666 0.413 -2.130
H -1.631 1.803 1.283
H -1.655 1.407 -3.620
H -0.687 3.798 -0.148
P -0.133 -1.148 -1.221
C 4.270 2.383 -1.297
C 5.034 3.225 -2.319
H 4.916 2.096 -0.448
H 3.487 3.021 -0.852
H 5.280 4.199 -1.867
H 5.986 2.756 -2.614
H 4.433 3.439 -3.216
C 3.392 0.569 -3.845
C 4.712 0.536 -4.607
H 2.769 1.361 -4.288
H 2.821 -0.364 -4.019
H 4.493 0.581 -5.685
H 5.328 1.415 -4.374
H 5.283 -0.386 -4.445
C 4.394 -0.533 -1.330
C 5.891 -0.311 -1.432
H 4.093 -1.440 -1.869
H 4.085 -0.649 -0.281
H 6.417 -1.193 -1.060
H 6.208 -0.151 -2.466
H 6.210 0.535 -0.819
C 0.667 -2.603 -0.335
C 1.974 -3.152 -0.875
H -0.088 -3.408 -0.348
H 0.777 -2.309 0.718
H 2.172 -4.122 -0.397
H 1.949 -3.322 -1.957
H 2.829 -2.507 -0.643
C -0.220 -1.898 -2.912
C -1.484 -1.612 -3.712
H -0.094 -2.983 -2.763
H 0.669 -1.538 -3.448
H -1.507 -2.296 -4.572
H -2.405 -1.777 -3.139
H -1.508 -0.589 -4.102
C -1.797 -1.684 -0.568
C -1.955 -1.688 0.953
H -1.988 -2.694 -0.977
H -2.530 -1.007 -1.022
H -3.013 -1.844 1.199
H -1.382 -2.486 1.442
H -1.659 -0.736 1.411
N 1.752 0.113 2.346
C 1.666 0.158 1.015
N 1.165 1.338 0.615
C 1.034 2.135 1.776
C 0.766 3.494 1.951
C 0.714 3.974 3.261
C 1.068 3.164 4.359
C 1.451 1.824 4.165
C 1.375 1.345 2.863
H 2.036 -0.686 2.905
H 2.025 -0.651 0.371
H 0.628 4.148 1.099
H 0.410 5.008 3.429
H 1.073 3.585 5.368
H 1.806 1.132 4.936
```

- LUMO energy (spin up / spin down) (eV) = -13.191 / -14.236
- E_tot (hartree) = -4733.33643
- multiplicity = 3
- orbital gap (spin up / spin down) (eV) = 5.9 / 4.9
- charge = +4